[1]
The following is a DFT calculation (the ωB97M-V functional and the def2-TZVPD basis) of a 2-piece molecular cluster, C8H9BrN4O2S overall in a non-equilibrium geometry.

The geometry in XYZ format:
```
25
Properties=species:S:1:pos:R:3:mulliken_charge:R:1
C -0.83161 -2.75120 0.41360 -0.4354
C -1.77081 -1.74984 -1.47558 -0.3169
C 0.04512 -1.66533 0.59905 0.6725
C -1.83062 -2.74002 -0.52872 -0.1112
C -0.09068 -0.66014 -0.38191 0.5226
C -1.46563 1.72758 1.02649 0.1540
C 0.61466 0.66930 -0.34699 0.0563
C 2.01659 2.11230 1.01268 -0.5810
N -0.93971 -0.77298 -1.41321 -0.4768
N -0.76285 2.44257 1.60901 -0.4203
N 0.43413 1.47478 -1.40727 -0.3391
N 1.07112 -1.66420 1.42041 -0.3583
O 0.30072 3.34127 -3.16987 -0.5565
O 1.41821 0.84399 0.70818 -0.4282
S 1.12167 3.00993 -2.02842 0.1235
Br -2.94654 -4.27634 -0.70596 -0.1602
H -0.89446 -3.51796 1.30188 0.2108
H -2.53543 -1.78336 -2.17746 0.5020
H -2.01824 0.95257 0.59693 0.2990
H 1.44278 2.72856 1.80674 0.3207
H 1.98004 2.65256 0.10626 0.1756
H 3.03095 1.81247 1.46199 0.2315
H -0.19096 1.04023 -2.08179 0.4321
H 1.28095 -2.46423 2.08765 0.2264
H 1.52062 -0.76250 1.56632 0.2567
```

Results
Relative energy (zero: lowest compared OMol25 entry of this formula, charge and spin)   46.5 kcal/mol
2S+1   1
HOMO energy (alpha / beta)   -6.3 / -6.3 eV
F_max   4.12 eV/A
Total energy   -99370.9950 eV
Kohn-Sham gap (alpha / beta)   5.6115 / 5.5982 eV

[2]
The following is a DFT calculation (the ωB97M-V functional and the def2-TZVPD basis) of a single C8H15N2O3P molecule in a non-equilibrium geometry.

The geometry in XYZ format:
```
29
Properties=species:S:1:pos:R:3:mulliken_charge:R:1
C 2.10385 0.53149 -1.42398 -0.1864
C 2.65898 0.78940 -2.70619 0.4280
C 1.18882 1.54093 -1.24017 0.0750
C 3.64951 -0.04112 -3.44099 -1.1878
C -1.69367 -2.50561 -1.11311 -1.3596
C -2.16162 0.57613 3.31251 -1.3656
C -0.77827 -1.37153 -1.47930 -0.2790
C -2.72683 0.98613 1.95351 -0.1983
N 2.15443 1.94093 -3.14512 -0.9403
N 1.21929 2.30612 -2.31820 0.3208
O 0.10969 1.74245 -0.19854 -0.3379
O -1.33909 -0.15723 -0.89025 -0.3103
O -1.81012 1.50905 1.00470 -0.2912
P -0.60439 0.44592 0.47833 0.1634
H 2.27937 -0.17071 -0.64987 0.5177
H 4.17327 0.64426 -4.03617 0.3890
H 4.18568 -0.52693 -2.69724 0.3519
H 3.16451 -0.79642 -4.05177 0.2418
H -1.31660 -3.48882 -1.38449 0.3662
H -2.03096 -2.46073 -0.12185 0.3102
H -2.43191 -2.36534 -1.75444 0.4140
H -3.03931 0.53763 3.93908 0.4183
H -1.80137 -0.35767 3.48735 0.4713
H -1.52477 1.24926 3.73233 0.3988
H -0.64621 -1.20331 -2.45560 0.4858
H 0.21794 -1.58839 -1.12092 0.3196
H -3.39374 1.87742 2.04478 0.2810
H -3.40896 0.14406 1.59965 0.2280
H 0.74740 3.21545 -2.51433 0.2757
```

Results
Relative energy (zero: lowest compared OMol25 entry of this formula, charge and spin)   43.9 kcal/mol
SMILES   CCOP(OCC)Oc1cc(C)n[nH]1
2S+1   1
HOMO energy   -9.0 eV
F_max   4.86 eV/A
Total energy   -26949.5427 eV
Kohn-Sham gap   10.0005 eV

[3]
The following is a DFT calculation (the ωB97M-V functional and the def2-TZVPD basis) of a 2-piece molecular cluster, C5H14NO overall in a non-equilibrium geometry.

The geometry in XYZ format:
```
21
Properties=species:S:1:pos:R:3:mulliken_charge:R:1
C -1.91444 -1.16153 0.09766 -1.1696
C -1.08379 -0.94574 1.34192 -0.8042
C -0.58762 0.50758 1.44108 -0.4374
C 0.62908 0.88384 0.66213 0.4628
C 1.20530 2.06775 0.65599 -1.1296
N 1.10161 -0.12812 -0.33078 -0.1592
H -2.03618 -2.23129 -0.13357 0.3253
H -2.92470 -0.80247 0.18586 0.3939
H -1.56522 -0.69051 -0.82983 0.3359
H -1.67577 -1.18202 2.21419 0.3799
H -0.21591 -1.61156 1.34463 0.3199
H -0.46957 0.71618 2.51107 0.4016
H -1.46183 1.15253 1.26596 0.3464
H 2.02795 2.48539 0.10285 0.3314
H 0.78589 2.74788 1.37842 0.2952
H 0.91368 0.20438 -1.29039 0.4477
H 2.13161 -0.13811 -0.33111 0.4177
H 0.68058 -1.04812 -0.28258 0.2776
H 1.40715 -1.06205 -3.55866 0.2989
H 1.76742 0.49930 -3.40187 0.3173
O 1.28474 -0.26331 -3.04297 -0.6515
```

Results
Relative energy (zero: lowest compared OMol25 entry of this formula, charge and spin)   34.6 kcal/mol
Total charge   +1
2S+1   1
HOMO energy   -14.2 eV
F_max   2.03 eV/A
Total energy   -8942.5090 eV
Kohn-Sham gap   11.0182 eV

[4]
The following is a DFT calculation (the ωB97M-V functional and the def2-TZVPD basis) of a single C3H6I2Si molecule in a non-equilibrium geometry.

The geometry in XYZ format:
```
12
Properties=species:S:1:pos:R:3:mulliken_charge:R:1
C 0.38391 -0.69173 0.05186 -0.1381
C 1.21521 0.42375 -0.00638 -0.3554
C -0.99557 -0.75126 -0.54553 -0.9356
Si 2.93936 0.11963 0.64909 0.2900
I 4.14534 -1.95210 -0.04384 -0.0869
I 4.27365 2.14541 -0.08098 -0.1397
H 0.77526 -1.66460 0.36768 0.2089
H 0.94212 1.38144 -0.38430 0.3828
H -1.63482 -0.62645 0.33698 0.2844
H -0.94687 -1.77797 -0.90286 0.2696
H -0.93728 0.05293 -1.31090 0.2937
H 2.83834 -0.00093 2.11288 -0.0735
```

Results
Relative energy (zero: lowest compared OMol25 entry of this formula, charge and spin)   27.3 kcal/mol
SMILES   C/C=C/[SiH](I)I
2S+1   1
HOMO energy   -9.5 eV
F_max   3.97 eV/A
Total energy   -27288.0940 eV
Kohn-Sham gap   9.5144 eV